Molecular formula: C2H5O3P2
Method: DFT, wB97M-V/def2-TZVPD

XYZ file:
```
12
Properties=species:S:1:pos:R:3
C 0.41699 1.06327 -1.30858
C -1.12097 -0.54143 0.62450
O 0.70329 -1.68678 -1.33887
O 0.23452 -0.69132 3.18601
O 1.33838 -0.44977 0.74244
P 0.04114 0.21639 2.02800
P 0.31831 -0.61133 -0.44504
H 1.43153 1.33448 -1.46396
H 0.07226 1.02169 -2.22818
H 0.08467 1.78717 -0.59222
H -1.94149 0.05034 0.17868
H -1.57862 -1.49270 0.61721
```

Calculated values
E_LUMO: 4.1 eV
Kohn-Sham gap: 8.06 eV
Total charge: -1
Structure (SMILES): CP12([O-])C[P@]1(=O)O2
HOMO: -3.983 eV



Molecular formula: C4H3F3O2
Method: DFT, wB97M-V/def2-TZVPD

XYZ file:
```
12
Properties=species:S:1:pos:R:3
C 0.59060 -0.65113 -0.27713
C -0.53846 0.39601 -0.19448
C -1.89569 0.01005 0.26764
C 1.89896 -0.00773 0.07254
O 0.37168 -1.73689 -0.70002
O -1.67310 0.14681 -1.05030
F -0.19498 1.69151 -0.28774
F -2.23833 -1.12402 0.86616
F -2.69302 0.89238 0.84640
H 1.61300 0.98750 0.15299
H 2.64982 -0.28027 -0.70965
H 2.10952 -0.32422 1.01359
```

Calculated values
E_LUMO: 0.4 eV
Kohn-Sham gap: 11.02 eV
Total charge: 0
Structure (SMILES): CC(=O)[C@@]1(F)OC1(F)F
HOMO: -10.650 eV



Molecular formula: C4H7NO2
Method: DFT, wB97M-V/def2-TZVPD

XYZ file:
```
14
Properties=species:S:1:pos:R:3
C -0.91614 -1.22056 0.25069
C -0.28097 0.08763 -0.06477
N -0.73456 1.24923 0.16923
O -2.00846 1.21504 0.71119
C 1.09953 0.05660 -0.94402
C 1.93425 0.43660 0.21128
O 1.42167 -1.17327 -1.20768
H -1.39350 -1.17525 1.23340
H -1.69178 -1.44440 -0.49064
H -0.15619 -2.00106 0.19804
H -2.21898 2.15163 0.82346
H 0.96167 0.81077 -1.74290
H 2.80696 -0.19062 0.38126
H 1.57868 1.04559 1.03840
```

Calculated values
E_LUMO (spin up / spin down): -0.8 / -1.6 eV
Kohn-Sham gap (spin up / spin down): 8.97 / 7.29 eV
Total charge: 0
HOMO (spin up / spin down): -9.805 / -8.929 eV



Molecular formula: C50H47BrN8O3P2S3Sc
Method: DFT, wB97M-V/def2-TZVPD

XYZ file:
```
115
Properties=species:S:1:pos:R:3
Sc -0.76074 -0.32352 0.59366
Br 5.59085 4.91691 0.53716
C 5.53817 3.38001 1.60494
C 6.56683 2.44194 1.45041
C 6.59407 1.31362 2.24152
C 5.58585 1.07290 3.17255
C 4.47790 1.94123 3.27947
C 4.54804 3.12963 2.54857
N 5.88890 -0.03760 4.03096
N 5.08397 -0.95776 4.25353
C 3.77973 -0.92128 3.69898
C 2.75195 -0.88247 4.55336
C 1.39364 -0.67403 4.19703
C 1.05855 -0.50061 2.89990
O -0.19199 -0.24975 2.50716
C 2.12908 -0.66646 1.93870
N 1.78791 -0.43217 0.60696
C 2.75767 -0.46062 -0.30370
C 4.06231 -0.75095 0.01068
C 4.42337 -0.98756 1.27917
C 3.46718 -0.87951 2.29812
H 7.40386 2.59471 0.72715
H 7.45474 0.55261 2.20679
H 3.72583 1.75454 3.99011
H 3.74193 3.88657 2.65020
H 3.04877 -1.00200 5.60329
H 0.62591 -0.65188 4.96284
H 2.48682 -0.25750 -1.30693
H 4.82155 -0.85176 -0.79313
H 5.45222 -1.30662 1.38786
N -1.06976 3.02621 -0.79374
P 0.33269 2.24433 -0.28326
C 0.91990 3.34739 1.10935
C 1.39192 4.66563 0.88071
C 1.59710 5.54189 1.93361
C 1.46889 5.11259 3.22711
C 1.13187 3.77511 3.48373
C 0.73447 2.92884 2.43086
C 1.60962 2.76437 -1.58574
C 1.13086 3.17952 -2.84598
C 2.00895 3.73927 -3.76579
C 3.38537 3.78271 -3.42004
C 3.88111 3.24245 -2.26294
C 2.95825 2.76662 -1.30691
C -2.19270 2.74923 -0.01359
C -3.11649 3.73247 0.14590
C -4.13153 3.57051 1.03149
C -4.28305 2.32407 1.64065
C -3.34143 1.34234 1.36878
N -2.26235 1.54655 0.55970
H -0.99373 3.95857 -1.12361
H 1.60389 4.98028 -0.13930
H 1.87987 6.57256 1.73210
H 1.56383 5.79759 4.05549
H 1.04640 3.48201 4.48149
H 0.33121 1.97552 2.56861
H 0.07735 3.04940 -2.96504
H 1.67137 4.15192 -4.69299
H 4.10347 4.26876 -4.10625
H 4.93036 3.32425 -2.05909
H 3.31401 2.38769 -0.31861
H -2.98933 4.65574 -0.39105
H -4.80890 4.38539 1.20235
H -5.12968 2.12217 2.31535
H -3.46780 0.38236 1.81826
N -0.20332 -2.46877 -3.27862
C -0.15894 -1.62382 -4.43347
C 0.27500 -2.12741 -5.63293
C 0.28297 -1.24807 -6.74058
C -0.09530 0.02946 -6.63267
C -0.46389 0.56735 -5.39322
C -0.46986 -0.25529 -4.24699
S -1.26697 0.12279 -2.72848
N -0.37106 -0.82918 -1.61485
C -0.06207 -2.01839 -2.00615
C 0.40485 -2.95823 -0.98819
C 1.19731 -4.07492 -1.19186
C 1.51197 -4.88304 -0.12237
C 1.13953 -4.51908 1.15200
C 0.37529 -3.36258 1.26158
N 0.06484 -2.56413 0.26120
H -0.17335 -3.48198 -3.38552
H 0.51940 -3.15781 -5.70318
H 0.61763 -1.63259 -7.67601
H -0.01614 0.69507 -7.48928
H -0.70579 1.61699 -5.27447
H 1.52809 -4.38085 -2.15144
H 2.11310 -5.77641 -0.34260
H 1.35050 -5.15908 2.01279
H 0.10628 -3.07620 2.26162
C -5.94342 -5.51651 1.42142
C -4.55151 -5.04744 1.37127
C -3.79864 -5.36047 0.08669
O -4.45398 -3.66591 1.80930
P -4.60484 -2.23170 1.20142
S -5.21484 -0.98359 2.57501
S -2.76482 -1.86994 0.35701
O -5.60625 -2.55497 0.03960
C -6.02225 -1.69894 -1.09458
C -6.08659 -0.22612 -0.80584
C -5.18606 -2.07876 -2.29983
H -5.95939 -6.55974 1.19451
H -6.53329 -4.96560 0.69864
H -6.29745 -5.38882 2.44229
H -3.91939 -5.52496 2.15242
H -4.27955 -4.98463 -0.79581
H -3.72043 -6.44645 0.11134
H -2.76754 -4.97764 0.10871
H -7.05325 -2.00047 -1.23885
H -5.10618 0.26331 -0.83795
H -6.45791 -0.14951 0.16845
H -6.82937 0.19833 -1.48246
H -4.14253 -1.82136 -2.12656
H -5.57034 -1.69393 -3.24153
H -5.21114 -3.21491 -2.46987
```

Calculated values
E_LUMO: -3.4 eV
Kohn-Sham gap: 6.48 eV
Total charge: +1
HOMO: -9.826 eV



Result set for energy above the lowest of the compared OMol25 structures with the same formula, charge and spin: 0.00 16.29 153.87 10.47 kcal per mole, one per record in the order listed.
Result set for maximum force: 5.03 3.33 1.57 2.66 eV Å⁻¹, one per record in the order listed.